259
Properties=species:S:1:pos:R:3:forces:R:3 method="wB97M-V/def2-TZVPD" e_lumo_ha=0.0154 fmax_ev_per_a=3.81 energy_ha=-7898.078373 e_homo_ev=-9.0 gap_ev=9.43
N 17.695443 20.598911 18.602984 0.3669 0.9788 0.3110
C 18.112763 20.160664 17.411361 -0.3379 -1.2201 -0.2837
C 18.071399 20.948615 16.252239 0.4602 -0.9333 0.2486
C 17.667993 22.252876 16.403492 -1.0307 1.1356 -1.3573
C 17.179766 22.746358 17.595869 1.0627 -1.2429 2.1556
C 17.300021 21.890108 18.721763 0.1471 -0.6331 -2.1272
H 18.425561 19.065133 17.386467 -0.3409 1.6203 -0.1221
H 18.324028 20.556603 15.248424 0.0584 0.2163 0.8933
H 17.613436 22.882073 15.507492 0.0734 -0.1405 0.3415
H 16.831238 23.740725 17.813187 -0.0702 0.1955 -0.5816
H 17.045485 22.245566 19.697771 -0.2103 0.0279 0.3566
N 21.828353 19.401771 16.033175 1.1679 0.5227 -0.1685
C 22.222963 19.336917 17.315173 -0.6851 0.3802 -0.5871
C 21.798069 18.353069 18.142547 -0.6116 -1.5311 -0.9176
C 20.996335 17.301716 17.672378 0.2922 0.9314 1.5465
C 20.498478 17.476793 16.421739 -0.6325 -2.0639 -1.4642
C 21.037842 18.448289 15.583219 -0.9363 0.6352 1.2283
H 22.820912 20.105635 17.789839 0.0375 0.4109 -0.6683
H 22.052269 18.423844 19.135632 0.7595 -0.1298 2.2432
H 20.714227 16.481960 18.344933 -0.1400 0.4082 -0.4708
H 19.744686 16.745381 16.056774 0.7099 0.6937 -0.0336
H 20.637461 18.571353 14.602497 0.0388 -0.0207 -0.7679
N 12.497714 19.112441 24.657801 0.6411 -0.3906 -0.2707
C 13.668150 18.454338 24.477422 -1.3494 -0.5877 -0.1650
C 14.884062 18.947795 24.905409 0.8408 -0.9574 0.8554
C 14.926652 20.150777 25.602792 0.6544 0.7500 -0.1858
C 13.729936 20.882488 25.724691 1.3665 -0.7046 0.2070
C 12.576610 20.290993 25.265362 -0.5094 0.8936 -0.4264
H 13.573973 17.445147 24.006809 0.2683 1.0436 0.4211
H 15.774948 18.277717 24.877674 -0.6432 0.8157 -0.3047
H 15.943799 20.502935 25.930957 -1.3873 -0.1831 -0.1659
H 13.642195 21.871154 26.145965 0.2726 0.0868 0.1570
H 11.703487 20.947938 25.342711 -0.2354 -0.7201 -0.0785
N 18.539426 15.440176 17.799689 -0.8668 1.1496 1.3428
C 18.394349 14.556495 16.837034 0.3123 0.3278 0.5905
C 17.401467 14.637007 15.911700 -0.6491 0.6566 -0.3993
C 16.475814 15.686102 15.990179 0.7909 -1.2740 -0.6348
C 16.591875 16.602331 16.996150 -0.1232 -0.7610 0.7434
C 17.601244 16.413766 17.910283 1.6807 -1.0944 -1.2727
H 19.150684 13.803254 16.807459 0.3411 -0.5893 -0.1831
H 17.445889 13.920253 15.128312 -0.5102 -0.3807 -0.6815
H 15.732194 15.743156 15.236402 -0.7201 0.2002 -0.4729
H 15.867566 17.344903 17.202715 -0.5609 0.8747 -0.1986
H 17.807506 17.182649 18.592837 0.1468 0.6667 1.3434
N 14.023972 16.538806 21.732529 -0.6968 -0.6744 1.1150
C 13.624445 17.690297 21.286265 -1.7946 1.5242 -0.9000
C 14.391342 18.631811 20.621735 -1.0438 1.1790 -0.5780
C 15.714379 18.380778 20.408788 1.5697 -0.7727 0.0215
C 16.191123 17.183081 20.977666 -1.1872 0.5693 -0.4678
C 15.308304 16.325918 21.643092 2.4403 0.0385 0.0306
H 12.572579 17.962178 21.412934 0.0578 -0.3212 0.0278
H 13.855803 19.506959 20.205593 0.5559 -0.5901 0.5316
H 16.415890 19.041241 19.847525 -0.7353 -0.4060 0.4445
H 17.184436 16.879793 20.795133 1.0235 -0.2722 0.2674
H 15.751732 15.519359 22.221349 -0.3376 -0.3890 -0.3307
N 17.927474 25.265999 20.637970 -0.4955 -0.1369 -0.4682
C 16.967671 25.676291 19.803364 -0.3983 0.1257 0.3312
C 15.749739 26.168176 20.301305 0.8908 0.6350 -1.7207
C 15.555161 26.337246 21.621805 -1.6378 -0.7934 2.1985
C 16.476929 25.818672 22.514307 0.4463 0.5142 -2.0996
C 17.624381 25.329002 21.933010 1.1173 -0.4714 1.4927
H 17.150132 25.621924 18.720369 0.0497 0.0537 0.5896
H 14.991109 26.601208 19.689029 -0.2715 -0.1904 -0.9209
H 14.554846 26.609928 21.994809 0.9062 0.3830 -0.3561
H 16.386986 25.853790 23.553062 -0.3228 -0.0527 1.4190
H 18.362557 24.953949 22.660843 -0.0065 0.1303 -0.7140
N 17.994674 20.167834 24.481027 0.6810 0.8027 1.5419
C 17.706927 20.662367 23.292165 -0.8593 -0.9033 -1.9397
C 18.300959 21.747625 22.655115 -0.5506 0.0122 0.4879
C 19.210505 22.454751 23.429244 -1.2366 -1.3817 -0.5341
C 19.483331 22.040142 24.699981 0.4933 -0.7589 1.5914
C 18.870126 20.891655 25.221771 0.1362 0.1835 -0.4428
H 16.952183 20.107945 22.687074 0.4669 0.1643 0.6657
H 17.943095 22.036307 21.643077 0.7321 -0.2089 0.9144
H 19.635864 23.291921 23.026990 1.3355 2.0842 -0.8388
H 20.223912 22.542877 25.329946 -0.3493 0.0229 -0.3046
H 19.138889 20.610502 26.271254 -0.5364 -0.2022 -1.1335
C 11.241449 26.714028 22.373378 -2.0854 1.1576 0.1880
C 12.168927 26.638898 23.548947 1.3277 0.2271 0.7060
O 13.291937 25.718530 23.350752 -1.4137 -1.8635 0.0706
P 12.850922 24.185616 23.566776 0.2520 -0.4985 0.0218
O 12.036751 23.900406 24.757670 0.3164 0.3038 0.0791
O 12.095679 23.696369 22.257566 -0.6815 0.0255 -0.5650
C 10.728377 23.082947 22.183292 0.6430 2.8235 -1.3034
C 10.049553 23.487041 20.855751 0.7662 -0.0500 0.0559
O 14.300319 23.533053 23.471293 -0.7737 1.4561 0.4581
C 14.474997 22.332193 22.743164 0.5063 -0.5679 0.5173
C 15.178637 22.606267 21.445516 -1.2419 -1.5460 -0.3728
H 10.310149 26.070559 22.417953 1.2539 0.5885 0.2305
H 10.879024 27.765350 22.173782 0.3413 -0.9673 0.5513
H 11.779747 26.466125 21.508268 0.7154 -0.5663 -1.3581
H 12.826072 27.489789 23.720225 -1.0276 0.8552 -0.0592
H 11.684416 26.351033 24.475435 -0.1608 0.1578 0.1447
H 10.843740 22.067804 22.262128 0.4689 -2.5571 0.1494
H 10.128566 23.436546 22.995914 -0.1070 0.2609 0.6767
H 9.736070 24.530447 20.936483 -0.2247 -0.1787 -0.1404
H 10.689002 23.417619 19.943724 -0.2668 -0.1984 0.8647
H 9.194113 22.816258 20.697594 0.1100 0.3300 0.0340
H 15.124630 21.726606 23.382506 -0.4537 -0.3051 -0.1362
H 13.474222 21.920415 22.635273 0.3199 -0.7699 -0.2971
H 14.514464 23.256587 20.861619 0.7487 0.0837 -0.1868
H 16.170135 22.954213 21.654126 0.2628 0.7376 -0.1688
H 15.273555 21.604756 20.946666 -0.0907 0.8454 0.1043
C 13.129212 23.567417 11.198321 0.5508 -0.0359 0.8944
C 12.529593 24.502019 12.270151 0.7338 -1.5603 0.4629
O 13.290886 24.327548 13.501039 0.2501 1.1526 -0.7674
P 12.824684 23.509843 14.733177 -1.0652 -1.3833 -0.3885
O 13.693946 23.686148 15.881770 0.3336 0.2498 0.8301
O 12.774483 21.997046 14.189599 -1.0615 0.5415 0.2926
C 13.989816 21.309955 13.929722 1.2317 1.0283 1.3573
C 13.675409 19.850285 13.977788 -1.2003 -0.2933 -0.4013
O 11.282598 23.831525 14.863754 0.8639 -0.0886 -1.0449
C 10.472871 23.632619 16.014287 -0.5441 1.8321 0.1411
C 9.765167 24.948601 16.296305 1.4652 -0.1132 1.9706
H 12.726579 23.902835 10.248657 -0.0576 -0.4095 -0.3260
H 14.236940 23.748462 11.190733 -0.9398 -0.1350 -0.0788
H 12.974625 22.470878 11.397932 -0.1730 1.1910 -0.3022
H 12.701107 25.514284 11.954178 -0.1684 0.5184 0.0627
H 11.492956 24.311243 12.551385 -0.0555 0.1255 -0.5852
H 14.304310 21.672936 12.935892 0.6507 -0.2673 0.5963
H 14.675825 21.605040 14.835213 -0.5774 -0.5681 -2.0451
H 14.507308 19.196608 14.064270 1.1514 -0.2690 0.2487
H 13.067319 19.753046 14.888800 -0.1202 -0.4820 -0.4714
H 13.159812 19.485091 13.057890 -0.1267 0.4710 0.8205
H 9.743821 22.866325 15.859775 0.1957 -0.9186 -0.0316
H 11.118925 23.539404 16.871916 0.0638 -0.9536 0.2179
H 9.068907 25.368864 15.621416 -0.7202 -0.0135 -0.9835
H 9.312152 24.814154 17.292565 -0.1927 0.1986 -0.3594
H 10.595775 25.651868 16.451047 -0.4006 0.2572 -0.0960
C 11.614139 15.035990 23.952464 -0.6334 1.6836 -0.8015
C 10.544115 15.594886 22.946872 0.1746 0.9556 3.6327
O 10.106602 14.486315 22.200999 -0.3891 0.1417 -1.6006
P 9.896541 14.706739 20.610604 -0.8245 -1.2447 1.0328
O 9.018286 15.852482 20.302531 0.7708 -0.6384 -0.2324
O 9.366731 13.214387 20.255461 1.4052 1.2580 -0.3741
C 8.148529 12.693110 20.771398 0.0150 -0.5797 -0.1238
C 7.407099 12.003809 19.608757 -0.0705 -0.2665 0.0373
O 11.339715 14.732829 19.954985 -0.2985 -0.7120 -0.1897
C 12.251712 13.600107 20.189667 -0.1943 -0.7573 0.3780
C 12.364123 12.603312 19.041338 -1.5938 0.3146 -0.4297
H 11.195903 14.235779 24.547868 0.0924 -0.1327 0.1597
H 12.483849 14.775800 23.396425 0.5597 -0.9983 -0.6964
H 12.066607 15.838325 24.544309 -0.7152 0.0388 0.4576
H 9.700218 16.105874 23.556747 0.9005 -1.1999 -1.0890
H 10.966266 16.427894 22.400781 0.2422 -0.1448 -0.7370
H 8.386639 12.076732 21.676218 -0.2983 0.2667 -0.9108
H 7.565071 13.548132 21.081221 -0.5252 0.0634 0.2943
H 6.385135 11.806107 19.951337 0.2116 -0.5725 0.0189
H 7.238037 12.775126 18.862104 0.2909 0.0797 -0.2819
H 7.872693 11.103021 19.079956 -0.4654 1.2213 1.1880
H 13.212906 14.047470 20.303212 0.5693 0.5500 0.4817
H 11.962568 13.073246 21.109590 0.0490 0.4116 -0.1285
H 11.342855 12.191351 18.816064 0.9476 0.4114 -0.0298
H 12.750246 13.178293 18.190359 -0.0867 -0.5536 -0.1264
H 13.004627 11.735402 19.266386 -0.0128 0.6075 0.1322
C 12.829457 17.125722 27.804028 0.8149 0.6640 0.0496
C 14.305781 16.664442 27.710676 -0.0901 0.1439 1.0290
O 14.415934 15.965123 26.478614 -0.5208 0.0571 -1.1114
P 15.556121 14.963661 26.098262 2.2711 2.3033 2.0201
O 15.633619 14.640284 24.696789 -0.0587 -0.1777 -1.8917
O 16.812512 15.765137 26.788897 -0.5784 -0.7611 -0.5608
C 18.211808 15.442108 26.467225 -1.1588 -0.7095 -1.3564
C 18.984869 16.690787 26.126478 -0.1585 0.3839 -1.0841
O 15.435215 13.710807 26.999609 -0.2696 -0.8435 1.6229
C 14.432138 12.679633 26.724153 1.4087 1.6811 -1.4913
C 15.181166 11.556005 26.099147 0.3598 0.0385 1.0734
H 12.662395 17.798017 26.937911 0.0517 0.0048 0.7241
H 12.168260 16.292748 27.600229 -0.1468 -0.3258 0.4213
H 12.596406 17.637307 28.786857 0.2477 -0.6089 -1.2132
H 15.002120 17.546528 27.726910 -0.5604 -0.8920 -0.1017
H 14.627828 15.922990 28.480971 -0.4248 0.8581 -0.0594
H 18.660357 14.921024 27.277498 0.0424 -0.6061 0.9126
H 18.135142 14.755036 25.567762 0.6623 0.9052 0.9996
H 18.363769 17.097753 25.308089 0.4472 0.6318 0.3825
H 19.191588 17.465929 26.929820 -0.4197 -1.1970 -0.8527
H 19.911687 16.359492 25.608248 -0.3154 0.2981 0.6083
H 13.969787 12.451954 27.645869 -0.5813 -0.2580 0.9138
H 13.755791 13.161292 26.011891 -0.4459 -0.5101 0.1659
H 15.705685 11.865536 25.239863 0.4026 0.6093 -1.1997
H 15.941509 11.155015 26.761813 -0.1027 -0.1329 0.3487
H 14.493328 10.814278 25.838806 -0.9621 -1.5129 -0.4725
C 26.622180 19.047693 18.961177 0.2196 -2.2479 0.0130
C 25.207865 19.198522 19.442275 0.2869 -1.0552 0.9758
O 25.150617 20.156847 20.534481 -0.5656 -1.0772 -0.6178
P 23.940852 20.050082 21.553157 0.7549 -1.4679 0.9740
O 24.289845 20.806789 22.746264 -0.4874 0.3990 0.5011
O 22.661831 20.444340 20.730655 0.9399 -0.5750 0.0247
C 21.801243 21.445666 21.212393 -2.1850 0.7075 -2.5573
C 21.760960 22.603962 20.206448 0.2337 0.0763 0.7587
O 23.619316 18.464750 21.847376 0.6298 1.2108 -0.7247
C 23.865120 17.821418 23.118459 -0.9218 0.1898 0.5234
C 24.989260 16.824562 23.076552 -0.3521 0.3119 -2.1819
H 26.551257 18.754012 17.920852 0.1203 -0.2049 -0.3253
H 27.160816 19.943184 18.966419 0.6654 1.5703 0.2095
H 27.247089 18.263646 19.453848 -0.6578 0.6478 -0.0277
H 24.659047 19.509924 18.587390 -0.8779 0.7775 -0.3398
H 24.750452 18.233665 19.786707 0.5640 0.7421 -0.3096
H 20.813841 21.015479 21.217399 -0.4618 -0.4286 0.2084
H 21.989041 21.808448 22.181426 0.8222 0.2031 1.2504
H 21.707355 22.370830 19.145206 0.0116 -0.6530 0.1035
H 20.879485 23.211422 20.414013 0.1540 0.2903 0.1616
H 22.679513 23.148561 20.380987 0.0890 0.6364 -0.2112
H 24.061609 18.582151 23.881820 -0.1293 -0.0308 -0.1784
H 22.896438 17.336806 23.333674 0.4763 0.1312 0.1708
H 25.885040 17.352173 22.816116 0.7205 0.2804 -0.0901
H 25.150636 16.327777 23.986856 -0.0242 -0.6056 1.3490
H 24.824606 16.082995 22.278410 -0.0466 0.1229 0.3296
C 7.947518 19.481213 21.499363 0.6807 -1.3128 0.2337
C 8.364268 19.676482 20.069737 -0.6974 -1.9909 -0.6919
O 9.727889 20.062445 20.078548 0.7020 -0.5412 -0.9947
P 10.471424 20.237785 18.676889 0.2770 2.5711 -1.8871
O 9.935577 21.420222 17.893108 1.0723 -1.9545 1.5585
O 10.484242 18.999775 17.607584 0.2929 0.4108 2.2986
C 10.935786 17.692771 18.120228 0.1135 0.3930 0.7160
C 11.256996 16.805880 16.955571 -0.3797 0.7953 -0.3878
O 11.965290 20.373787 19.335812 -0.7495 0.3334 -1.2947
C 12.744488 21.557095 18.923588 0.1454 0.5848 -0.3372
C 13.946730 21.211948 17.971257 -0.6646 1.0760 0.8312
H 8.414800 18.576002 21.946533 -0.1096 0.6111 -0.3244
H 8.198012 20.333625 22.114809 0.0057 0.3301 0.0726
H 6.894246 19.307678 21.511783 -0.8603 0.0119 0.1830
H 8.306264 18.693690 19.458065 -0.2872 1.4411 1.0593
H 7.695991 20.409702 19.611057 0.4622 0.2144 -0.2749
H 11.842347 17.838622 18.754910 -0.6147 -0.0460 -0.3851
H 10.129478 17.311417 18.741759 0.0286 -0.2271 0.0683
H 10.444908 16.774604 16.241195 -0.4308 0.1721 -0.1023
H 12.086324 17.282649 16.437139 0.3984 -0.5774 -0.1160
H 11.388566 15.783476 17.267187 0.6367 -0.2658 0.2104
H 12.039119 22.229754 18.425686 0.2561 -0.1493 -0.2279
H 12.997078 22.117050 19.856349 0.2436 -0.8701 -0.5801
H 14.571996 22.127249 17.766079 -0.8235 -0.8855 0.3307
H 14.565407 20.454882 18.444257 0.1765 -0.1310 -0.1485
H 13.563765 20.867749 17.005015 0.0171 -0.0805 0.2147
C 20.028422 12.282200 19.651712 -0.7728 -0.5292 2.4974
C 20.695753 13.608694 20.121827 -0.5528 -2.7587 0.8007
O 20.510446 13.719656 21.556865 -1.7600 1.4718 0.5149
P 19.193758 14.641470 22.165016 2.5691 -1.8684 -0.7343
O 19.253998 14.521573 23.629665 0.0375 0.6288 -0.8201
O 17.876226 14.143870 21.484351 -0.0431 -0.6903 -0.1336
C 17.273826 12.942705 22.034353 -0.7038 -1.0055 1.2593
C 16.193025 12.524055 21.044092 1.3195 -0.1073 -1.5108
O 19.318579 16.020085 21.375660 -0.4668 -1.0356 0.7467
C 20.355731 16.853459 21.818965 1.8457 1.5613 1.5366
C 19.847322 18.180992 22.363040 0.2594 0.3337 0.0063
H 20.223912 12.003276 18.658046 0.6401 -0.1633 -1.4260
H 20.317417 11.408228 20.327275 0.0325 1.2168 -0.8357
H 18.924080 12.290945 19.733860 0.4704 0.4288 0.0278
H 21.753280 13.510489 19.870006 0.0476 0.4760 0.4472
H 20.236457 14.424435 19.660668 -0.5100 1.4237 -1.0417
H 18.033958 12.115515 22.266552 -0.8194 1.2694 -0.6962
H 16.807344 13.212373 23.001356 0.3439 0.0008 -0.3633
H 15.529331 11.691008 21.280255 0.7768 -0.4233 0.2460
H 15.490400 13.300719 20.862756 -0.3967 1.2156 0.1286
H 16.729122 12.423069 20.052476 -0.8369 -0.4773 0.8678
H 20.985174 16.456520 22.670836 -0.7230 -0.4226 -1.0955
H 21.038762 17.066375 20.997563 -0.0798 -0.3024 -0.2358
H 19.651627 18.162354 23.452856 -0.3357 -0.1096 -0.7074
H 20.653806 18.912775 22.210787 -0.1656 -0.0782 0.0692
H 18.992093 18.525282 21.774002 -0.0560 0.0133 0.3049